Entry a
19
Properties=species:S:1:pos:R:3:mulliken_charge:R:1 method="wB97M-V/def2-TZVPD" lumo_ha=-0.0895 total_charge=0 homo_ha=-0.2281
C -2.523 0.498 -0.767 -0.819
N -1.333 0.161 -0.036 -0.164
C -1.153 -1.296 0.196 -0.082
O -2.157 -2.046 -0.014 -0.657
H -2.552 0.009 -1.750 0.284
H -2.629 1.578 -0.847 0.323
H -3.381 0.081 -0.243 0.282
H -0.471 0.619 -0.361 0.202
H -0.727 -1.360 1.228 0.237
H -0.223 -1.512 -0.444 0.060
C 3.150 0.666 1.133 -0.763
C 1.630 1.511 -0.570 -0.673
N 2.114 0.377 0.087 -0.114
H 4.131 0.745 0.662 0.273
H 3.189 -0.112 1.886 0.285
H 2.958 1.664 1.523 0.310
H 1.303 2.175 0.211 0.427
H 1.862 1.333 -1.593 0.350
H 2.603 -0.061 -0.684 0.237

---

Entry b
19
Properties=species:S:1:pos:R:3:mulliken_charge:R:1 method="wB97M-V/def2-TZVPD" lumo_ha="-0.0063 / -0.0063" total_charge=0 homo_ha="-0.2992 / -0.2992" smiles="CC=O.C=N.CN"
C 2.895 0.231 0.210 -1.201
C 1.481 -0.217 -0.078 0.343
O 0.936 -1.066 0.679 -0.682
H 3.583 -0.510 -0.191 0.356
H 3.055 0.323 1.278 0.342
H 3.116 1.185 -0.274 0.336
H 1.296 -0.317 -1.168 0.317
C 0.299 1.566 -0.024 -0.541
N -0.961 1.357 -0.388 -0.415
H 0.842 2.270 -0.659 0.384
H 0.575 1.624 1.030 0.313
H -1.545 1.078 0.402 0.264
C -2.768 -1.091 0.102 -0.893
N -1.455 -0.818 -0.446 -0.471
H -2.794 -0.750 1.145 0.320
H -3.522 -0.519 -0.441 0.326
H -3.035 -2.150 0.095 0.319
H -0.631 -1.120 0.147 0.404
H -1.365 -1.075 -1.419 0.179

---

Which structure is most stable? entry b, by 81.7 kcal/mol over the runner-up.

---

Entry a
19
Properties=species:S:1:pos:R:3:mulliken_charge:R:1 method="wB97M-V/def2-TZVPD" lumo_ha=0.0362 total_charge=0 homo_ha=-0.3041
C -0.968 -0.084 -1.117 -0.224
C 0.128 0.304 0.395 0.788
C 1.279 0.107 -0.454 -0.709
C -0.133 -0.652 1.526 -1.674
N -2.218 -0.587 -0.601 -0.618
N 2.337 0.843 0.703 -0.592
O -1.194 1.128 -1.776 -0.558
H -1.680 1.695 -1.163 0.381
H -0.540 -0.742 -1.886 0.369
H -0.131 1.338 0.602 0.231
H -2.102 -1.488 -0.157 0.208
H -2.901 -0.705 -1.346 0.226
H 3.055 1.437 0.297 0.150
H 2.735 0.232 1.411 0.159
H 1.591 -0.928 -0.595 0.262
H 1.376 0.768 -1.308 0.394
H -1.200 -0.686 1.751 0.473
H 0.374 -0.314 2.428 0.433
H 0.193 -1.665 1.288 0.302

---

Entry b
19
Properties=species:S:1:pos:R:3:mulliken_charge:R:1 method="wB97M-V/def2-TZVPD" lumo_ha=-0.1706 total_charge=0 homo_ha=-0.2827
C -0.633 -0.458 -1.049 -0.490
C 0.149 0.604 -0.259 -0.338
C 1.577 0.293 -0.049 0.402
C 2.261 1.167 0.918 -0.615
N 2.148 -0.678 -0.832 -0.487
N -2.037 -0.218 -1.214 -0.597
H -0.496 -1.303 -0.325 0.263
H -0.183 -0.781 -2.047 0.342
H -0.164 1.679 -0.376 0.354
H -0.168 0.406 0.767 0.245
H 3.327 0.932 1.177 0.303
H 1.625 1.500 1.711 0.333
H 3.055 -0.861 -0.511 0.258
H -0.221 -1.708 2.820 -0.106
H -2.367 0.661 -1.558 0.262
H -0.871 -2.052 3.026 0.098
H -2.413 -0.133 -0.267 0.315
H -2.997 -0.742 1.751 0.218
O -2.378 -0.120 1.348 -0.762

---

Which structure is most stable? entry a, by 152.3 kcal/mol over the runner-up.

---

Entry a
19
Properties=species:S:1:pos:R:3:mulliken_charge:R:1 method="wB97M-V/def2-TZVPD" lumo_ha=-0.1339 total_charge=0 homo_ha=-0.2822
C 2.129 1.025 0.012 -0.884
C 0.952 1.001 0.925 -0.282
C -0.247 0.561 0.041 -0.423
N -2.706 -0.761 -0.773 -0.445
C -1.953 -0.992 0.508 -0.301
N -1.361 0.252 0.826 -0.308
H 3.108 1.112 0.473 0.364
H 2.069 0.009 -0.573 0.277
H 1.995 1.864 -0.675 0.304
H 0.942 0.247 1.714 0.256
H 0.760 1.971 1.394 0.299
H 0.110 -0.328 -0.508 0.406
H -0.499 1.305 -0.736 0.257
H -1.169 -1.728 0.244 0.274
H -3.576 -1.260 -0.850 0.222
H -2.555 -1.377 1.326 0.295
H -2.808 0.240 -0.860 0.229
H 2.729 -1.916 -1.160 0.234
O 2.078 -1.226 -1.328 -0.775

---

Entry b
19
Properties=species:S:1:pos:R:3:mulliken_charge:R:1 method="wB97M-V/def2-TZVPD" lumo_ha=0.0257 total_charge=0 homo_ha=-0.3260 smiles=NCC[C@@H](N)CO
N -2.603 -0.408 0.300 -0.633
C -1.489 0.186 1.252 -0.378
C -0.081 -0.222 1.052 -0.996
C 0.389 -0.358 -0.437 0.249
N -0.256 0.675 -1.196 -0.637
C 1.963 -0.327 -0.498 -0.715
O 2.405 -0.064 -1.784 -0.509
H -3.529 -0.083 0.641 0.235
H -2.424 -0.120 -0.618 0.243
H -1.332 1.286 1.183 0.190
H -1.926 -0.141 2.215 0.376
H 0.562 0.386 1.621 0.405
H -0.023 -1.187 1.613 0.321
H 0.040 -1.367 -0.726 0.293
H 0.095 0.642 -2.174 0.303
H 0.221 1.494 -0.863 0.255
H 2.382 -1.267 -0.142 0.320
H 2.317 0.498 0.212 0.337
H 3.288 0.378 -1.649 0.339

---

Entry c
19
Properties=species:S:1:pos:R:3:mulliken_charge:R:1 method="wB97M-V/def2-TZVPD" lumo_ha=0.0346 total_charge=0 homo_ha=-0.3275
N -0.761 1.414 1.700 -0.619
C -1.623 0.048 1.892 -0.516
C -1.486 -0.889 0.624 -0.692
N -0.860 -0.199 -0.518 -0.481
C 0.552 -0.620 -0.670 -0.314
C 1.371 0.396 -1.460 -0.597
O 2.653 -0.198 -1.714 -0.505
H -1.036 1.911 2.548 0.229
H -0.354 0.414 1.989 0.189
H -2.674 0.301 1.845 0.423
H -1.458 -0.585 2.777 0.309
H -0.879 -1.753 0.887 0.322
H -2.488 -1.168 0.310 0.349
H -0.768 0.784 -0.277 0.383
H 1.014 -0.753 0.328 0.276
H 0.661 -1.555 -1.218 0.317
H 0.759 0.518 -2.365 0.346
H 1.553 1.306 -0.878 0.267
H 2.898 0.056 -2.603 0.314

---

Entry d
19
Properties=species:S:1:pos:R:3:mulliken_charge:R:1 method="wB97M-V/def2-TZVPD" lumo_ha=0.0281 total_charge=0 homo_ha=-0.3382 smiles="CNC(C)=O.CN"
C -2.516 -1.456 0.181 -0.920
N -2.065 -0.217 -0.350 -0.116
C -1.247 0.544 0.279 0.578
C -1.065 1.971 -0.319 -0.797
O -0.714 0.415 1.419 -0.655
H -1.744 -2.235 0.502 0.266
H -3.226 -1.424 1.187 0.218
H -2.912 -1.996 -0.573 0.443
H -2.383 0.054 -1.213 0.235
H -1.166 2.735 0.512 0.248
H -1.637 2.376 -1.338 0.253
H 0.034 2.032 -0.670 0.245
C 2.990 -0.754 -0.419 -0.690
N 2.809 0.339 0.516 -0.611
H 3.913 -0.634 -1.163 0.260
H 3.012 -1.590 0.014 0.340
H 2.112 -0.580 -1.007 0.235
H 2.092 0.180 1.402 0.227
H 3.714 0.239 1.041 0.241

---

Which structure is most stable? entry b, by 33.3 kcal/mol over the runner-up.

---

Entry a
19
Properties=species:S:1:pos:R:3:mulliken_charge:R:1 method="wB97M-V/def2-TZVPD" lumo_ha=0.0336 total_charge=0 homo_ha=-0.3037 smiles="N/C=C/N.CCO"
N -0.175 1.220 -2.443 -0.630
C -0.856 1.122 -1.198 -0.183
C -2.138 0.805 -1.133 -0.192
N -2.794 0.580 0.120 -0.557
H 0.223 0.335 -2.728 0.226
H 0.560 1.910 -2.384 0.267
H -0.301 1.302 -0.282 0.268
H -2.667 0.590 -2.066 0.323
H -2.648 -0.379 0.409 0.217
H -3.791 0.712 0.014 0.263
C 1.927 -1.448 0.508 -1.027
C 1.640 -0.837 1.855 -0.191
O 0.992 0.413 1.636 -0.483
H 2.537 -0.773 -0.092 0.264
H 2.483 -2.386 0.592 0.357
H 1.011 -1.641 -0.051 0.246
H 2.575 -0.664 2.395 0.228
H 1.009 -1.481 2.469 0.314
H 0.415 0.620 2.379 0.290

---

Entry b
19
Properties=species:S:1:pos:R:3:mulliken_charge:R:1 method="wB97M-V/def2-TZVPD" lumo_ha="0.0187 / 0.0273" total_charge=0 homo_ha="-0.2719 / -0.2814"
C -1.897 0.626 -0.598 -1.227
C 0.202 -0.081 1.649 -1.000
C 1.823 0.086 -0.106 -0.921
C -0.410 0.652 -0.583 -0.590
N 0.407 -1.878 -0.194 -0.044
N 0.455 -0.162 0.263 0.484
O -0.643 -2.385 0.043 -0.364
H -2.398 -0.070 -1.138 0.349
H -2.223 0.807 0.447 0.314
H -2.220 1.600 -1.242 0.285
H 0.663 0.706 2.314 0.284
H -0.904 -0.169 1.837 0.334
H 0.638 -1.055 2.079 0.375
H 2.520 -0.289 0.609 0.367
H 2.059 -0.360 -1.098 0.316
H 1.901 1.205 -0.248 0.336
H -0.156 1.766 -0.382 0.309
H 0.005 0.589 -1.686 0.394
H 0.177 -1.590 -1.967 0.001

---

Which structure is most stable? entry a, by 132.3 kcal/mol over the runner-up.